[1]
ORCA calculation (wB97M-V/def2-TZVPD) on a 4-piece molecular cluster, C25H44BrFN2O13S2 overall at a distorted geometry.

```
88
Properties=species:S:1:pos:R:3:lowdin_charge:R:1
C 4.041 -0.826 -0.727 -0.139
C 4.413 -2.209 -1.543 -0.268
C 3.027 -3.070 -1.706 -0.246
C 1.794 -2.215 -2.436 -0.195
C 0.491 -3.236 -2.440 -0.223
C -0.820 -2.621 -1.623 -0.203
C -1.789 -3.901 -1.283 -0.154
C -3.398 -3.623 -1.514 -0.383
N -3.742 -2.978 -2.837 -0.356
S -4.692 -4.200 -3.721 0.700
C -3.939 -2.829 -0.186 -0.262
O -4.839 -1.699 -0.452 -0.171
C -6.182 -2.130 -0.869 -0.258
C -6.571 -1.177 -2.187 -0.218
N -7.502 -1.874 -3.157 -0.024
C -7.336 -2.028 0.299 -0.096
C -8.747 -1.333 -0.201 -0.622
O -9.715 -2.045 -0.790 -0.086
Br -9.031 0.643 0.045 0.646
S -4.609 -4.087 1.054 0.922
O -5.617 -5.099 0.452 -0.334
O -3.407 -4.957 1.593 -0.353
F -5.276 -3.299 2.433 -0.242
H 4.963 -0.409 -0.134 0.078
H 3.126 -1.082 -0.033 0.087
H 3.648 -0.060 -1.553 0.072
H 4.863 -2.021 -2.615 0.109
H 5.209 -2.799 -0.904 0.103
H 3.279 -4.037 -2.357 0.120
H 2.715 -3.442 -0.633 0.113
H 1.513 -1.236 -1.850 0.104
H 2.109 -2.008 -3.556 0.120
H 0.228 -3.562 -3.549 0.120
H 0.774 -4.241 -1.865 0.108
H -1.332 -1.826 -2.342 0.114
H -0.451 -2.018 -0.685 0.116
H -1.622 -4.142 -0.126 0.124
H -1.457 -4.871 -1.881 0.135
H -3.916 -4.694 -1.511 0.105
H -2.913 -2.834 -3.454 0.061
H -5.892 -4.473 -3.047 -0.101
H -2.971 -2.363 0.335 0.170
H -6.184 -3.231 -1.280 0.121
H -6.901 -0.092 -1.882 0.091
H -5.535 -1.043 -2.766 0.126
H -7.152 -1.609 -4.121 0.082
H -8.415 -1.352 -3.075 0.071
H -7.618 -3.155 0.574 0.134
H -6.940 -1.539 1.306 0.134
C 6.081 3.980 1.056 -0.021
C 5.727 3.151 -0.163 -0.347
C 5.624 3.959 -1.421 -0.115
O 4.680 3.232 -2.185 0.067
C 3.886 2.569 -1.291 -0.517
O 2.837 2.020 -1.577 0.107
O 4.423 2.606 -0.034 0.079
H 6.301 3.324 1.905 0.074
H 6.959 4.609 0.873 0.099
H 5.242 4.613 1.360 0.101
H 6.435 2.320 -0.279 0.159
H 6.578 4.026 -1.949 0.143
H 5.235 4.972 -1.260 0.145
C -2.115 2.700 0.223 -0.019
C -3.611 2.474 0.133 -0.344
C -3.977 1.107 -0.363 -0.126
O -5.219 1.327 -1.004 0.026
C -5.218 2.630 -1.416 -0.499
O -6.028 3.109 -2.189 0.135
O -4.185 3.324 -0.848 0.090
H -1.909 3.644 0.738 0.086
H -1.620 1.893 0.775 0.091
H -1.667 2.782 -0.771 0.095
H -4.090 2.691 1.096 0.162
H -4.085 0.388 0.452 0.132
H -3.271 0.705 -1.100 0.145
C 8.616 3.493 6.854 -0.021
C 7.371 4.050 6.192 -0.350
C 6.798 3.143 5.145 -0.116
O 6.178 4.049 4.251 0.040
C 6.856 5.230 4.363 -0.503
O 6.742 6.166 3.591 0.135
O 7.682 5.222 5.453 0.089
H 8.895 4.113 7.712 0.087
H 8.457 2.468 7.209 0.092
H 9.468 3.506 6.167 0.094
H 6.621 4.312 6.949 0.162
H 6.064 2.447 5.559 0.145
H 7.557 2.575 4.595 0.144
```

The value obtained for the LUMO energy is -0.9 eV. The net charge is 0. As for the frontier orbital gap: 8.09 eV. Its spin multiplicity is 1. The SMILES is CCCCCCC[C@H](NS)[C@@H](O[C@H](CN)CC(=O)Br)S(=O)(=O)F.C[C@@H]1COC(=O)O1.C[C@@H]1COC(=O)O1.C[C@@H]1COC(=O)O1.


[2]
ORCA calculation (wB97M-V/def2-TZVPD) on C38H39BCuN10OPS as an isolated structure.

```
92
Properties=species:S:1:pos:R:3:lowdin_spin:R:1
Cu -0.114 -0.175 0.497 0.616
C 3.226 2.156 1.224 0.001
C 2.476 0.981 1.346 0.003
N 1.513 0.962 0.433 0.044
N 1.593 2.108 -0.273 0.004
C 2.628 2.837 0.184 0.002
B 0.825 2.351 -1.593 0.000
N 1.371 1.378 -2.666 0.000
C 2.670 1.227 -2.995 0.000
C 2.757 0.269 -3.979 0.000
C 1.422 -0.111 -4.190 0.000
N 0.596 0.558 -3.396 0.000
N -0.694 2.161 -1.410 0.000
C -1.657 2.912 -1.968 0.000
C -2.881 2.348 -1.676 0.000
C -2.561 1.215 -0.919 0.000
N -1.245 1.099 -0.782 0.000
H 4.069 2.464 1.818 0.000
H 2.559 0.160 2.045 0.000
H 2.862 3.785 -0.272 0.000
H 1.038 3.500 -1.904 0.000
H 3.437 1.801 -2.498 0.000
H 3.644 -0.104 -4.462 0.000
H 1.031 -0.850 -4.876 0.000
H -1.398 3.800 -2.522 0.000
H -3.857 2.711 -1.948 0.000
H -3.215 0.496 -0.446 0.000
S 1.988 -3.024 2.687 0.000
C 3.139 -3.968 1.937 0.000
N 3.913 -4.640 1.380 0.000
C -3.796 -1.621 -3.101 0.000
C -2.546 -1.611 -3.973 0.000
N -2.116 -2.954 -4.349 0.000
C -2.819 -3.544 -5.488 0.000
C -2.056 -3.344 -6.790 0.000
C -1.170 -3.730 -3.756 0.000
O -0.956 -4.864 -4.179 0.000
C -0.306 -3.220 -2.632 0.000
C 0.875 -3.938 -2.415 0.001
C 1.734 -3.575 -1.400 0.000
C 1.399 -2.486 -0.611 0.001
N 0.269 -1.803 -0.794 0.011
C -0.561 -2.158 -1.780 0.002
H -4.085 -0.600 -2.844 0.000
H -3.632 -2.175 -2.176 0.000
H -4.629 -2.095 -3.626 0.000
H -1.734 -1.048 -3.520 0.000
H -2.773 -1.088 -4.906 0.000
H -3.802 -3.073 -5.544 0.000
H -2.962 -4.606 -5.298 0.000
H -1.848 -2.285 -6.957 0.000
H -2.634 -3.716 -7.638 0.000
H -1.110 -3.883 -6.750 0.000
H 1.077 -4.791 -3.047 0.000
H 2.636 -4.130 -1.179 0.000
H 2.029 -2.173 0.212 0.000
H -1.467 -1.571 -1.834 0.000
N -0.526 -0.388 2.260 0.226
P -1.295 0.554 3.217 0.058
C -0.489 2.172 3.411 0.013
C 0.130 2.562 4.594 0.002
C 0.853 3.748 4.646 0.000
C 0.964 4.546 3.517 0.001
C 0.361 4.155 2.328 0.000
C -0.357 2.972 2.274 0.002
C -3.024 0.954 2.759 -0.001
C -3.819 -0.148 2.430 0.000
C -5.124 0.025 2.002 0.000
C -5.653 1.307 1.887 0.000
C -4.873 2.406 2.212 0.000
C -3.565 2.230 2.652 -0.001
C -1.453 -0.163 4.872 0.009
C -2.343 0.331 5.824 0.001
C -2.403 -0.250 7.081 0.001
C -1.581 -1.330 7.385 0.000
C -0.701 -1.828 6.436 0.000
C -0.633 -1.245 5.176 0.002
H 0.058 1.935 5.473 0.000
H 1.338 4.041 5.569 0.000
H 1.531 5.468 3.559 0.000
H 0.464 4.762 1.437 0.000
H -0.796 2.651 1.334 0.000
H -3.393 -1.144 2.496 0.000
H -5.730 -0.837 1.753 0.000
H -6.671 1.446 1.543 0.000
H -5.279 3.406 2.121 0.000
H -2.968 3.097 2.907 0.000
H -2.991 1.165 5.580 0.000
H -3.095 0.133 7.822 0.000
H -1.634 -1.787 8.366 0.000
H -0.064 -2.673 6.663 0.000
H 0.044 -1.629 4.421 0.000
```

The value obtained for the relative energy (zero: lowest compared OMol25 entry of this formula, charge and spin) is 17.2 kcal/mol. The value obtained for the LUMO energy (alpha / beta) is 2.3 / 1.7 eV. The net charge is -1. As for the frontier orbital gap (alpha / beta): 6.45 / 5.90 eV. Its spin multiplicity is 2.


[3]
ORCA calculation (wB97M-V/def2-TZVPD) on C30H52Br2FIN14O13S as an isolated structure at a distorted geometry.

```
114
Properties=species:S:1:pos:R:3:lowdin_charge:R:1
C 0.261 4.223 0.878 0.044
C -0.238 2.997 0.903 -0.169
C -0.066 2.029 -0.248 -0.210
C -1.420 1.770 -1.014 -0.361
C -1.303 2.477 -2.395 -0.437
O -1.550 1.946 -3.430 0.113
N -0.855 3.853 -2.283 0.175
C -1.468 4.791 -3.155 -0.502
O -2.038 5.766 -2.809 0.190
F -1.304 4.488 -4.458 0.127
C -2.713 2.397 -0.416 -0.577
Br -3.170 1.562 1.263 0.861
C -3.854 2.229 -1.498 -0.702
C -4.261 3.572 -2.120 -0.112
Br -5.460 1.408 -0.764 0.733
O -1.792 0.425 -1.320 -0.204
S -0.966 -0.917 -1.130 0.593
O -1.466 -1.582 0.030 -0.228
O -1.029 -1.613 -2.377 -0.298
C 0.765 -0.363 -0.830 -0.606
I 1.353 0.469 -2.800 1.255
N 1.622 -1.471 -0.515 -0.007
C 1.158 -2.763 0.073 -0.414
C 0.448 -3.821 -0.720 0.005
O 1.474 -2.945 1.209 0.158
C 2.867 -1.643 -1.235 -0.541
C 2.955 -2.763 -2.227 0.012
O 3.817 -0.961 -0.965 0.078
C 0.759 0.787 0.232 -0.411
C 0.201 0.229 1.551 -0.025
C 2.196 1.279 0.496 -0.133
C 3.024 0.496 1.521 -0.139
C 3.039 1.024 2.942 -0.208
C 2.808 2.350 3.287 -0.046
C 2.824 2.759 4.609 -0.090
C 3.071 1.849 5.616 -0.101
C 3.318 0.528 5.289 -0.074
C 3.299 0.124 3.967 -0.027
H 0.828 4.585 0.029 0.068
H 0.112 4.918 1.691 0.069
H -0.793 2.681 1.771 0.071
H 0.594 2.562 -0.928 0.081
H 0.149 3.846 -2.454 0.147
H -2.598 3.463 -0.268 0.095
H -3.556 1.526 -2.262 0.043
H -5.339 3.675 -2.142 0.056
H -3.916 3.628 -3.152 0.084
H -3.870 4.418 -1.560 0.077
H 0.352 -3.610 -1.773 0.065
H -0.537 -3.942 -0.278 0.096
H 1.001 -4.744 -0.549 0.079
H 2.017 -2.938 -2.738 0.076
H 3.252 -3.679 -1.708 0.082
H 3.734 -2.499 -2.936 0.099
H 0.469 0.869 2.386 0.085
H -0.873 0.123 1.543 0.029
H 0.608 -0.755 1.765 0.090
H 2.146 2.308 0.833 0.088
H 2.755 1.306 -0.439 0.075
H 2.740 -0.552 1.567 0.080
H 4.056 0.511 1.167 0.120
H 2.591 3.092 2.532 0.092
H 2.619 3.795 4.841 0.098
H 3.064 2.172 6.647 0.096
H 3.505 -0.209 6.056 0.103
H 3.476 -0.919 3.735 0.094
C 2.866 1.852 -6.768 -0.686
O 3.236 0.799 -6.280 0.012
N 3.670 2.605 -7.581 0.147
N 1.615 2.366 -6.543 0.152
H 3.384 3.471 -7.994 0.090
H 4.590 2.254 -7.765 0.102
H 0.999 1.829 -5.961 0.079
H 1.286 3.227 -6.935 0.092
C 5.226 -3.100 2.450 -0.696
O 4.398 -3.122 3.340 0.036
N 5.080 -2.376 1.305 0.186
N 6.355 -3.884 2.492 0.138
H 5.747 -2.353 0.558 0.103
H 4.241 -1.831 1.215 0.056
H 6.467 -4.477 3.292 0.101
H 7.047 -3.906 1.768 0.095
C -2.085 1.028 5.074 -0.679
O -0.965 0.925 4.604 0.027
N -2.327 1.737 6.223 0.146
N -3.180 0.457 4.494 0.149
H -3.237 1.836 6.630 0.087
H -1.538 2.166 6.668 0.097
H -3.029 -0.087 3.664 0.064
H -4.113 0.529 4.852 0.089
C 3.524 -6.486 0.319 -0.655
O 3.119 -5.863 -0.651 0.011
N 3.115 -7.765 0.585 0.153
N 4.412 -5.950 1.206 0.173
H 3.428 -8.292 1.377 0.092
H 2.460 -8.178 -0.051 0.101
H 4.714 -5.012 1.030 0.063
H 4.758 -6.428 2.015 0.096
C -6.572 -1.268 2.803 -0.676
O -5.479 -1.495 3.296 0.017
N -7.734 -1.730 3.363 0.146
N -6.717 -0.523 1.668 0.141
H -8.642 -1.554 2.977 0.090
H -7.653 -2.278 4.198 0.100
H -5.873 -0.184 1.240 -0.007
H -7.602 -0.291 1.261 0.090
C -5.561 0.323 -4.937 -0.685
O -5.734 1.443 -5.383 0.020
N -4.357 -0.089 -4.432 0.165
N -6.557 -0.617 -4.904 0.147
H -4.190 -1.004 -4.057 0.098
H -3.601 0.572 -4.449 0.085
H -7.451 -0.349 -5.268 0.099
H -6.433 -1.541 -4.538 0.090
```

The value obtained for the LUMO energy is -0.3 eV. The net charge is 0. As for the frontier orbital gap: 8.08 eV. Its spin multiplicity is 1.